{
  "formula": "C6H13N",
  "method": "wB97M-V/def2-TZVPD",
  "s_squared": 0.75,
  "de_lowest_kcal_mol": 35.9,
  "multiplicity": 2,
  "charge": 1,
  "e_lumo_ev": [-3.06, -8.13],
  "species": ["N", "C", "C", "C", "C", "C", "C", "H", "H", "H", "H", "H", "H", "H", "H", "H", "H", "H", "H", "H"],
  "xyz": [[-1.303, -0.520, -1.100], [-1.560, 1.903, -1.042], [1.155, -1.154, 2.045], [1.729, -0.981, -0.369], [1.053, -0.530, 0.688], [-0.676, 0.697, -0.806], [-0.011, 0.563, 0.586], [1.726, -0.444, -1.307], [2.427, -1.801, -0.305], [-1.029, 2.790, -1.336], [0.162, 0.731, -1.514], [-2.012, 2.233, -0.107], [0.433, -1.971, 2.173], [0.763, -0.451, 2.781], [2.142, -1.558, 2.256], [-0.806, -1.344, -0.733], [0.490, 1.498, 0.825], [-2.314, -0.668, -1.110], [-0.777, 0.305, 1.311], [-2.318, 1.674, -1.786]],
  "nbo_charge": [-0.316, -0.633, -0.660, -0.409, 0.022, -0.104, -0.422, 0.192, 0.232, 0.259, 0.294, 0.242, 0.235, 0.228, 0.253, 0.423, 0.278, 0.420, 0.231, 0.235]
}

---

{
  "formula": "C31H57F3NO4S2Si4TeTi",
  "method": "wB97M-V/def2-TZVPD",
  "s_squared": 0.76,
  "multiplicity": 2,
  "charge": 0,
  "e_lumo_ev": [0.00, -0.23],
  "species": ["Te", "Ti", "S", "S", "Si", "Si", "Si", "Si", "F", "F", "F", "O", "O", "O", "O", "N", "C", "C", "C", "C", "C", "C", "C", "C", "C", "C", "C", "C", "C", "C", "C", "C", "C", "C", "C", "C", "C", "C", "C", "C", "C", "C", "C", "C", "C", "C", "C", "H", "H", "H", "H", "H", "H", "H", "H", "H", "H", "H", "H", "H", "H", "H", "H", "H", "H", "H", "H", "H", "H", "H", "H", "H", "H", "H", "H", "H", "H", "H", "H", "H", "H", "H", "H", "H", "H", "H", "H", "H", "H", "H", "H", "H", "H", "H", "H", "H", "H", "H", "H", "H", "H", "H", "H", "H"],
  "xyz": [[1.345, 0.810, -2.393], [0.077, -0.428, 0.285], [-1.200, -1.417, -2.579], [2.398, -2.032, -0.648], [0.248, 0.267, -5.728], [-0.336, -3.584, 1.529], [0.973, -1.212, 3.316], [2.990, 3.579, -3.502], [4.501, -0.400, -0.633], [4.151, -1.380, -2.531], [4.977, -2.498, -0.876], [1.661, -2.171, -1.880], [-0.973, -1.421, -1.061], [2.610, -3.207, 0.142], [1.957, -0.854, 0.174], [-1.711, 0.469, 0.617], [0.485, 0.554, 3.755], [4.401, 3.007, -2.425], [-2.841, -0.242, 0.798], [-0.319, 3.859, 0.661], [1.910, 2.221, 0.480], [0.945, 4.425, 0.619], [-0.824, -1.278, -5.879], [1.357, 2.888, -2.909], [-2.180, -3.959, 1.766], [-0.197, -1.748, 1.948], [-2.220, -2.900, -2.780], [2.872, 5.444, -3.449], [1.130, 0.461, -7.360], [-1.759, 1.799, 0.802], [-4.076, 1.690, 1.427], [-2.933, 2.428, 1.213], [-0.932, 1.695, -5.438], [4.116, -1.541, -1.211], [-4.030, 0.320, 1.204], [0.582, -4.696, 2.728], [2.812, -1.273, 2.971], [0.712, -2.187, 4.904], [2.062, 3.599, 0.552], [-0.458, 2.474, 0.633], [1.549, 0.035, -4.397], [-2.631, -0.303, -2.785], [-3.876, -1.153, -3.043], [-0.036, -4.426, -0.141], [0.649, 1.608, 0.515], [3.399, 3.093, -5.262], [-3.634, -2.505, -2.378], [2.154, 5.822, -4.184], [1.863, 1.272, -7.336], [-0.291, -2.179, -5.556], [0.908, 1.274, 3.053], [3.357, -1.381, 3.913], [1.263, -3.131, 4.891], [1.064, -1.608, 5.764], [-1.115, -1.423, -6.924], [-2.342, -5.041, 1.831], [3.847, 5.889, -3.673], [4.489, 1.914, -2.471], [-1.186, -1.510, 2.357], [-4.899, -0.306, 1.356], [3.158, -0.365, 2.472], [0.425, 0.664, -8.173], [-1.190, 4.502, 0.726], [2.802, 1.605, 0.428], [-4.768, -0.660, -2.659], [-1.130, 1.814, -4.369], [-4.987, 2.162, 1.772], [4.253, 3.280, -1.378], [-2.577, -3.506, 2.682], [4.223, 3.711, -5.629], [0.885, -5.009, -0.102], [-1.883, 1.517, -5.950], [5.347, 3.439, -2.762], [-2.408, 0.390, -3.595], [1.061, 5.501, 0.650], [0.235, -4.558, 3.754], [2.546, 3.234, -5.937], [-1.749, -1.198, -5.297], [0.425, -5.743, 2.450], [-0.347, -2.421, 5.062], [-4.360, -3.253, -2.692], [0.549, 3.117, -3.600], [1.661, -4.499, 2.700], [-2.771, -1.301, 0.599], [-0.872, -5.106, -0.336], [-0.605, 0.666, 3.728], [1.119, 3.379, -1.959], [1.676, -1.037, -4.216], [-2.678, 0.250, -1.849], [2.556, 5.798, -2.462], [3.053, 4.039, 0.548], [3.716, 2.047, -5.330], [-2.925, 3.493, 1.398], [0.071, -3.748, -0.986], [2.514, 0.409, -4.746], [-2.151, -3.207, -3.827], [-0.530, 2.645, -5.805], [-1.768, -3.660, -2.144], [-2.783, -3.591, 0.923], [-3.692, -2.411, -1.291], [-4.010, -1.296, -4.118], [3.064, -2.122, 2.333], [0.827, 0.825, 4.760], [1.666, -0.462, -7.606]],
  "nbo_charge": [0.706, 1.576, 1.314, 2.348, 1.665, 1.715, 1.718, 1.665, -0.309, -0.310, -0.303, -0.938, -1.041, -0.906, -1.026, -0.598, -1.106, -1.125, 0.033, -0.208, -0.235, -0.235, -1.116, -1.190, -1.113, -1.723, -0.594, -1.115, -1.119, 0.206, -0.170, -0.233, -1.133, 0.732, -0.216, -1.134, -1.123, -1.122, -0.206, -0.051, -1.196, -0.598, -0.412, -1.116, -0.499, -1.120, -0.410, 0.234, 0.241, 0.239, 0.241, 0.234, 0.234, 0.230, 0.243, 0.230, 0.237, 0.248, 0.253, 0.219, 0.237, 0.237, 0.202, 0.226, 0.233, 0.233, 0.223, 0.237, 0.223, 0.242, 0.251, 0.238, 0.238, 0.251, 0.214, 0.232, 0.230, 0.206, 0.231, 0.227, 0.232, 0.238, 0.241, 0.228, 0.219, 0.222, 0.273, 0.270, 0.263, 0.236, 0.212, 0.232, 0.224, 0.228, 0.244, 0.239, 0.244, 0.276, 0.204, 0.217, 0.210, 0.251, 0.232, 0.241]
}

---

{
  "formula": "C3H4N2O",
  "method": "wB97M-V/def2-TZVPD",
  "de_lowest_kcal_mol": 98.7,
  "smiles": "NNc1cc1=O",
  "charge": 0,
  "e_lumo_ev": 0.60,
  "species": ["O", "N", "N", "C", "C", "C", "H", "H", "H", "H"],
  "xyz": [[2.008, 0.449, -1.815], [0.085, -1.518, 1.001], [-0.584, -0.336, 0.689], [-0.099, 0.364, -0.290], [0.959, 0.780, -1.290], [-0.206, 1.523, -1.000], [-0.897, 2.355, -1.274], [-0.684, -2.298, 1.097], [-1.345, -0.077, 1.193], [0.763, -1.241, 1.689]],
  "nbo_charge": [-0.594, -0.665, -0.421, 0.149, 0.533, -0.354, 0.224, 0.381, 0.371, 0.376]
}

---

{
  "formula": "C2H26O13",
  "method": "wB97M-V/def2-TZVPD",
  "de_lowest_kcal_mol": 12.8,
  "charge": 0,
  "e_lumo_ev": -2.07,
  "species": ["O", "O", "O", "O", "O", "O", "O", "O", "O", "O", "O", "O", "O", "C", "C", "H", "H", "H", "H", "H", "H", "H", "H", "H", "H", "H", "H", "H", "H", "H", "H", "H", "H", "H", "H", "H", "H", "H", "H", "H", "H"],
  "xyz": [[1.594, 1.113, -1.965], [-0.106, 0.429, 1.551], [-0.062, -3.798, -2.884], [-2.119, -0.135, -2.021], [0.347, -1.008, -3.446], [-3.681, 1.281, 2.027], [-1.546, 2.392, -0.390], [4.130, -1.273, -0.125], [1.609, 0.062, 4.283], [1.657, -0.502, 0.660], [-3.530, -2.278, -1.288], [2.233, 2.704, 1.132], [-1.641, 2.995, 2.810], [-0.345, -1.449, 0.132], [0.436, -0.405, 0.836], [0.934, -0.497, -2.888], [2.558, 0.098, 4.159], [0.005, -2.391, 0.554], [2.642, 2.843, 1.986], [-2.874, -2.956, -1.126], [-1.008, 2.281, 2.896], [-2.296, 2.918, -0.115], [-1.182, 2.049, 0.427], [-1.425, -1.299, 0.154], [-3.911, 0.441, 1.630], [-0.513, -0.917, -3.036], [-1.163, 3.685, 2.351], [1.861, 0.877, -1.076], [4.826, -1.603, 0.448], [0.718, -4.134, -2.441], [-2.859, 0.333, -2.408], [3.242, -1.251, 0.239], [1.949, 1.790, 1.148], [4.431, -0.381, -0.311], [0.118, -2.867, -3.013], [1.257, -0.075, 3.404], [0.012, -1.639, -0.880], [1.273, 2.011, -1.889], [-1.663, 0.527, -1.500], [-3.027, -1.525, -1.598], [-2.881, 1.549, 1.574]],
  "nbo_charge": [-0.970, -0.754, -0.959, -0.975, -0.976, -0.935, -0.977, -0.750, -0.940, -0.921, -0.969, -0.962, -0.947, -0.752, 0.793, 0.492, 0.452, 0.232, 0.469, 0.466, 0.489, 0.483, 0.495, 0.238, 0.464, 0.491, 0.464, 0.479, 0.550, 0.453, 0.491, 0.595, 0.484, 0.557, 0.488, 0.485, 0.224, 0.494, 0.513, 0.480, 0.467]
}

---

Calculated strongest force on any atom, 1.9, 2.1, 3.4, 5.0 eV/Å (same order as the records).